1.
The following is a DFT calculation (wB97M-V/def2-TZVPD) of 2 unconnected molecules or ions with the total composition C2H6N2.

Geometry as XYZ:
```
10
Properties=species:S:1:pos:R:3
C -5.542 3.293 -1.184
N -5.743 4.065 -2.168
H -5.962 3.557 -0.218
H -4.861 2.451 -1.308
H -5.313 3.660 -3.000
C 5.410 -3.335 1.217
N 5.329 -4.021 2.269
H 4.551 -3.329 0.537
H 6.183 -2.663 0.853
H 5.949 -3.678 3.003
```

Calculated values
Strongest force on any atom   1.29 eV/Å
Orbital gap   11.2 eV
Relative energy (zero: lowest compared OMol25 entry of this formula, charge and spin)   59.61 kcal per mole
HOMO   -0.3670 Eh

Atom charges from the Mulliken analysis, given in e for atoms 1 to 5: -0.248 -0.462 0.260 0.202 0.247

---

2.
The following is a DFT calculation (wB97M-V/def2-TZVPD) of C20H21ClN4O2 in the gas phase.

Geometry as XYZ:
```
48
Properties=species:S:1:pos:R:3
C -0.308 -0.220 -4.638
C -0.019 1.072 -3.884
C -1.341 1.572 -3.314
C -1.878 2.772 -3.794
C -3.079 3.284 -3.200
C -3.697 2.528 -2.200
C -3.069 1.454 -1.621
C -1.882 1.018 -2.181
N -1.144 -0.023 -1.603
C -1.629 -0.990 -0.798
O -2.735 -1.003 -0.284
C -0.625 -2.000 -0.324
N 0.363 -1.630 0.705
C 1.338 -0.644 0.418
O 1.460 -0.305 -0.737
C 2.474 -0.220 1.409
C 2.966 1.267 1.469
C 3.317 1.450 2.892
C 2.756 0.280 3.722
N 2.233 -0.611 2.762
C 1.125 -1.377 3.069
N 1.026 -1.648 4.374
C 0.088 -2.504 4.845
C -0.970 -2.831 3.990
Cl -2.282 -3.791 4.460
C -0.794 -2.676 2.629
C 0.260 -1.974 2.111
H -1.204 -0.862 -4.325
H 0.624 -0.822 -4.613
H -0.534 0.049 -5.682
H 0.634 0.840 -3.068
H 0.431 1.796 -4.570
H -1.285 3.304 -4.534
H -3.513 4.272 -3.621
H -4.634 2.785 -1.733
H -3.512 1.021 -0.736
H -0.140 -0.205 -1.844
H -1.105 -2.898 -0.003
H -0.154 -2.283 -1.240
H 3.359 -0.844 1.024
H 3.759 1.561 0.763
H 2.162 1.864 1.143
H 4.462 1.514 3.034
H 2.852 2.324 3.330
H 3.553 -0.210 4.232
H 1.941 0.547 4.389
H -0.077 -2.935 5.807
H -1.573 -3.067 1.973
```

Calculated values
Strongest force on any atom   3.41 eV/Å
Orbital gap   8.3 eV
Relative energy (zero: lowest compared OMol25 entry of this formula, charge and spin)   68.30 kcal per mole
HOMO   -0.2898 Eh

Atom charges from the Mulliken analysis, given in e for atoms 1 to 5: -1.000 -0.795 0.624 -0.596 -0.610

---

3.
The following is a DFT calculation (wB97M-V/def2-TZVPD) of a molecular structure, C20H23N5O6S2ScSi.

Geometry as XYZ:
```
58
Properties=species:S:1:pos:R:3
Sc -0.688 0.191 -0.389
N -2.401 -3.168 0.074
C -1.312 -2.988 0.913
C -1.097 -4.004 1.855
C -0.043 -3.905 2.727
C 0.787 -2.793 2.661
C 0.511 -1.849 1.703
N -0.511 -1.936 0.819
C -3.084 -2.351 -0.832
C -4.313 -2.836 -1.279
C -5.027 -2.092 -2.192
C -4.508 -0.887 -2.627
C -3.295 -0.491 -2.115
N -2.567 -1.208 -1.243
H -2.910 -4.005 0.284
H -1.773 -4.850 1.890
H 0.129 -4.686 3.459
H 1.624 -2.656 3.330
H 1.118 -0.957 1.609
H -4.693 -3.778 -0.903
H -5.988 -2.446 -2.546
H -5.039 -0.246 -3.317
H -2.878 0.458 -2.408
O 0.405 3.766 -4.295
C 0.285 2.684 -3.835
O -0.010 -0.591 -2.053
S -0.107 -0.043 -3.537
N 0.199 1.612 -3.325
O -1.695 1.831 -0.748
S -2.698 1.652 0.422
O -2.654 2.790 1.296
O -2.059 0.426 1.074
O -3.998 1.324 -0.109
C 2.955 2.686 2.146
Si 1.266 2.267 1.428
C 0.629 3.838 0.675
C 0.285 1.814 2.948
N 1.275 0.907 0.336
C 2.442 0.521 -0.328
C 3.458 1.433 -0.676
C 4.634 1.030 -1.295
C 4.850 -0.302 -1.622
C 3.842 -1.216 -1.333
C 2.669 -0.817 -0.709
H 2.797 3.098 3.151
H 3.501 3.431 1.557
H 3.596 1.799 2.236
H 0.729 4.668 1.385
H -0.424 3.758 0.401
H 1.202 4.080 -0.229
H 0.163 2.704 3.580
H 0.827 1.055 3.524
H -0.715 1.440 2.726
H 3.300 2.489 -0.482
H 5.384 1.774 -1.537
H 5.766 -0.617 -2.106
H 3.964 -2.257 -1.606
H 1.896 -1.552 -0.531
```

Calculated values
Strongest force on any atom   2.35 eV/Å
Orbital gap   6.7 eV
Relative energy (zero: lowest compared OMol25 entry of this formula, charge and spin)   0.00 kcal per mole
HOMO   -0.1672 Eh
Total charge   -1

Atom charges from the Mulliken analysis, given in e for atoms 1 to 5: 0.067 -0.047 0.581 -0.840 -0.454

---

4.
The following is a DFT calculation (wB97M-V/def2-TZVPD) of a molecular structure, C46H63BrHfN4O2.

Geometry as XYZ:
```
117
Properties=species:S:1:pos:R:3
Hf -0.150 0.489 -0.038
C -0.496 -1.664 -2.925
N -1.078 -1.628 -1.581
C -2.467 -2.071 -1.740
C -0.341 -2.546 -0.705
C -0.869 -2.589 0.730
N -0.618 -1.321 1.433
C -1.772 -0.918 2.265
C -3.080 -0.791 1.543
C -4.189 -1.418 2.079
C -5.463 -1.187 1.584
C -5.576 -0.292 0.528
C -4.492 0.346 -0.056
C -3.189 0.074 0.437
O -2.089 0.592 -0.091
C -4.700 1.432 -1.105
C -6.158 1.590 -1.554
C -3.872 1.155 -2.367
C -4.268 2.750 -0.445
C -6.639 -1.889 2.245
C -6.471 -3.401 2.034
C -7.985 -1.455 1.662
C -6.642 -1.553 3.744
C 0.502 -1.464 2.380
C 1.869 -1.687 1.802
C 2.613 -2.783 2.201
C 3.972 -2.845 1.947
C 4.562 -1.708 1.394
C 3.863 -0.568 1.025
C 2.450 -0.609 1.105
O 1.645 0.332 0.643
C 4.594 0.759 0.841
C 4.096 1.596 -0.339
C 6.109 0.584 0.688
C 4.323 1.542 2.139
C 4.833 -4.012 2.409
C 5.860 -3.490 3.427
C 5.580 -4.629 1.221
C 4.011 -5.112 3.090
H -0.724 -2.610 -3.436
H -0.912 -0.846 -3.511
H 0.582 -1.553 -2.885
H -2.514 -3.150 -1.949
H -3.063 -1.847 -0.861
H -2.906 -1.537 -2.580
H -0.354 -3.572 -1.116
H 0.700 -2.209 -0.676
H -1.942 -2.802 0.739
H -0.362 -3.417 1.246
H -1.890 -1.630 3.099
H -1.534 0.064 2.697
H -4.036 -2.079 2.920
H -6.555 -0.066 0.142
H -6.535 0.682 -2.022
H -6.808 1.860 -0.726
H -6.207 2.391 -2.290
H -4.249 0.265 -2.868
H -3.948 1.993 -3.058
H -2.824 1.011 -2.118
H -4.941 2.981 0.379
H -3.266 2.657 -0.041
H -4.292 3.573 -1.157
H -6.459 -3.626 0.969
H -5.538 -3.754 2.466
H -7.288 -3.951 2.494
H -8.057 -1.713 0.608
H -8.791 -1.959 2.190
H -8.124 -0.383 1.776
H -5.744 -1.911 4.240
H -6.696 -0.475 3.882
H -7.500 -2.008 4.235
H 0.555 -0.528 2.956
H 0.274 -2.276 3.094
H 2.114 -3.567 2.751
H 5.632 -1.704 1.273
H 4.339 1.109 -1.280
H 3.021 1.754 -0.285
H 4.580 2.572 -0.323
H 6.345 -0.075 -0.145
H 6.564 1.552 0.489
H 6.554 0.193 1.600
H 3.265 1.779 2.212
H 4.617 0.952 3.006
H 4.887 2.474 2.140
H 6.575 -2.827 2.950
H 5.358 -2.937 4.218
H 6.406 -4.319 3.874
H 6.158 -3.877 0.692
H 6.262 -5.401 1.574
H 4.881 -5.084 0.522
H 3.533 -4.735 3.992
H 3.249 -5.509 2.423
H 4.666 -5.932 3.376
C 5.243 -2.524 -2.891
C 5.055 -1.346 -3.599
C 3.978 -0.535 -3.320
C 3.044 -0.903 -2.341
C 3.249 -2.085 -1.633
C 4.340 -2.886 -1.907
N 1.896 -0.132 -2.089
N 1.783 0.805 -2.949
C 0.769 1.711 -2.881
C 0.674 2.531 -4.021
C -0.217 3.576 -4.032
C -0.967 3.839 -2.893
C -0.864 3.024 -1.773
C -0.027 1.906 -1.727
H 6.090 -3.156 -3.107
H 5.753 -1.055 -4.370
H 3.829 0.400 -3.837
H 2.572 -2.375 -0.848
H 4.482 -3.800 -1.352
H 1.301 2.309 -4.874
H -0.322 4.198 -4.908
H -1.647 4.678 -2.880
H -1.461 3.279 -0.905
Br -0.296 2.362 1.733
```

Calculated values
Strongest force on any atom   2.78 eV/Å
Orbital gap   7.1 eV
HOMO   -0.2892 Eh

Atom charges from the Mulliken analysis, given in e for atoms 1 to 5: -0.255 -1.420 1.229 -1.694 -0.445

---

5.
The following is a DFT calculation (wB97M-V/def2-TZVPD) of 2 unconnected molecules or ions with the total composition C8H13BrN2O3.

Geometry as XYZ:
```
27
Properties=species:S:1:pos:R:3
C -1.424 1.164 -2.576
C -1.472 0.198 -1.396
C -1.393 -1.288 -1.759
C -2.652 0.530 -0.413
O -0.169 0.342 -0.603
C 0.060 1.407 0.117
O -0.657 2.358 0.227
N 1.330 1.214 0.643
C 1.638 0.735 1.769
C 3.092 0.705 2.149
C 3.404 -0.740 1.975
N 3.659 -1.852 1.705
H -2.196 1.179 -3.311
H -1.512 2.220 -2.216
H -0.454 1.028 -3.025
H -0.418 -1.578 -2.183
H -2.434 -1.625 -2.183
H -1.361 -1.905 -0.873
H -3.072 -0.374 0.182
H -2.383 1.344 0.220
H -3.510 0.802 -1.186
H 0.983 0.194 2.451
H 3.465 1.001 3.114
H 3.701 1.243 1.451
O 1.395 -3.044 2.379
Br 0.155 -2.572 1.248
H 2.226 -2.685 2.095
```

Calculated values
Strongest force on any atom   3.89 eV/Å
Orbital gap   9.9 eV
Relative energy (zero: lowest compared OMol25 entry of this formula, charge and spin)   18.80 kcal per mole
HOMO   -0.3532 Eh

Atom charges from the Mulliken analysis, given in e for atoms 1 to 5: -1.530 1.372 -1.390 -1.330 -0.320

---

6.
The following is a DFT calculation (wB97M-V/def2-TZVPD) of C17H24N4O5S2 in the gas phase.

Geometry as XYZ:
```
52
Properties=species:S:1:pos:R:3
C 4.753 3.220 -0.337
C 4.098 2.686 0.939
C 3.592 1.310 0.736
N 2.357 0.991 0.622
N 2.122 -0.296 0.413
C 3.190 -1.014 0.352
N 3.247 -2.359 0.141
C 2.200 -3.210 -0.185
O 2.386 -4.399 -0.223
C 0.921 -2.508 -0.483
C -0.107 -2.502 0.453
C -1.247 -1.752 0.217
C -1.347 -1.037 -0.960
S -2.740 0.065 -1.202
O -3.970 -0.672 -1.267
O -2.425 0.924 -2.312
N -2.730 0.898 0.232
C -3.951 1.088 0.973
C -3.915 0.363 2.330
O -3.716 -1.024 2.246
C -4.797 -1.749 1.690
C -1.598 1.761 0.451
C -1.737 3.124 -0.255
O -0.628 3.967 -0.060
C 0.525 3.590 -0.780
C -0.360 -1.086 -1.925
C 0.783 -1.827 -1.688
S 4.671 -0.078 0.574
H 5.108 4.233 -0.174
H 4.034 3.229 -1.153
H 5.598 2.596 -0.622
H 3.252 3.315 1.218
H 4.828 2.688 1.752
H 4.143 -2.811 0.285
H 0.003 -3.054 1.373
H -2.036 -1.691 0.949
H -4.754 0.680 0.358
H -4.147 2.152 1.144
H -4.851 0.583 2.866
H -3.072 0.731 2.922
H -4.588 -2.799 1.891
H -4.875 -1.597 0.610
H -5.740 -1.469 2.172
H -0.720 1.238 0.065
H -1.458 1.913 1.524
H -2.588 3.672 0.158
H -1.911 2.944 -1.324
H 1.007 2.705 -0.350
H 1.206 4.438 -0.718
H 0.281 3.394 -1.830
H -0.491 -0.517 -2.832
H 1.574 -1.860 -2.422
```

Calculated values
Strongest force on any atom   1.47 eV/Å
Orbital gap   9.2 eV
Relative energy (zero: lowest compared OMol25 entry of this formula, charge and spin)   34.93 kcal per mole
HOMO   -0.3309 Eh

Atom charges from the Mulliken analysis, given in e for atoms 1 to 5: -1.067 -0.418 0.242 -0.792 0.176

---

7.
The following is a DFT calculation (wB97M-V/def2-TZVPD) of a molecular structure, C22H27IrNO7Se2.

Geometry as XYZ:
```
60
Properties=species:S:1:pos:R:3
Ir -1.211 0.592 -0.932
N -2.096 1.903 0.760
C -2.545 3.284 0.498
C -3.319 3.306 -0.808
C -2.333 3.120 -1.943
O -1.927 4.048 -2.592
O -1.963 1.861 -2.185
H -2.864 1.324 1.089
H -1.385 1.890 1.486
H -1.658 3.911 0.407
H -3.144 3.670 1.325
H -3.828 4.259 -0.935
H -4.050 2.494 -0.826
O 0.641 0.809 0.934
C 0.413 -0.055 2.044
C -0.955 -0.742 1.799
O -1.494 -1.342 2.700
O -1.461 -0.682 0.592
C 0.401 0.780 3.327
C 0.081 0.207 4.557
C 0.078 0.979 5.707
C 0.408 2.329 5.655
C 0.745 2.900 4.439
C 0.742 2.128 3.280
C 1.522 -1.110 2.085
C 2.841 -0.659 2.118
C 3.898 -1.553 2.063
C 3.647 -2.917 1.986
C 2.338 -3.373 1.978
C 1.277 -2.477 2.028
H 1.487 0.582 0.525
H -0.181 -0.840 4.606
H -0.189 0.524 6.652
H 0.405 2.927 6.557
H 1.014 3.947 4.384
H 1.009 2.582 2.336
H 3.044 0.404 2.205
H 4.915 -1.185 2.083
H 4.470 -3.619 1.937
H 2.135 -4.435 1.925
H 0.260 -2.847 2.025
O 0.717 -2.498 -1.974
C 0.670 -2.631 -3.379
C -0.045 -1.485 -4.112
C 0.146 -1.868 -5.598
O -0.383 -0.923 -6.511
C 0.579 -0.108 -3.909
Se 0.819 0.528 -2.095
C -1.548 -1.357 -3.856
Se -2.185 -1.342 -2.031
H 1.083 -3.304 -1.596
H 0.161 -3.562 -3.659
H 1.694 -2.673 -3.774
H -0.284 -2.861 -5.769
H 1.213 -1.922 -5.822
H -1.339 -0.889 -6.410
H -0.041 0.647 -4.386
H 1.568 -0.059 -4.373
H -2.087 -2.188 -4.324
H -1.909 -0.428 -4.296
```

Calculated values
Strongest force on any atom   1.37 eV/Å
Orbital gap (alpha / beta)   6.6 / 6.2 eV
HOMO (alpha / beta)   -0.2792 / -0.2773 Eh
Multiplicity   2

Atom charges from the Mulliken analysis, given in e for atoms 1 to 5: 1.981 -0.403 -0.699 -0.568 0.468